Formula: C37H44BaN9O9PS4Te
Source: the Open Molecules 2025 dataset
Level of theory: ωB97M-V with the def2-TZVPD basis set

Computed properties:
2S+1 = 1
Total charge = -2
Maximum force = 0.044 hartree/bohr
ΔE to the lowest compared entry with this formula, charge and spin = 2.8056 eV
Highest occupied orbital energy = -1.0072 eV
E_LUMO = 3.579 eV

Each line ends with the Mulliken charge.
Positions of all 106 atoms, in Å:
Ba (-0.29065, -0.18873, -0.73827)  0.4713
Te (4.21830, -2.59018, -0.70781)  -0.6573
S (-0.51070, 4.85474, -2.18450)  -0.4040
S (1.35468, -0.97360, -3.14455)  0.9799
S (-1.71831, -3.81252, -2.10425)  1.1384
S (-3.62207, -1.84114, -3.61314)  -0.0820
P (3.59264, -0.15928, -0.76921)  -1.1892
O (2.77631, -0.57427, -2.99789)  -0.7466
O (1.01453, -1.75667, -1.91249)  -0.8217
O (1.08289, -1.66710, -4.37875)  -0.6732
O (2.31355, 0.60665, -0.59558)  1.3649
O (4.63008, 0.82465, -1.56360)  0.3524
O (4.28075, 0.05149, 0.77826)  -0.3379
O (-1.99901, -3.86965, -3.52024)  -0.7479
O (0.50074, 0.30850, -3.04428)  -0.9027
O (-0.51056, -4.39568, -1.59433)  -0.6590
N (-3.24988, -0.43093, -1.46948)  -0.0547
N (1.86966, 4.72665, -1.02291)  -0.5446
N (-5.96589, -7.21285, 0.45174)  -0.6421
N (1.49818, 3.25546, -2.80164)  0.1496
N (-2.40086, -1.12371, 1.74458)  0.2655
N (-1.07958, 1.55658, 2.30460)  1.2978
N (-1.92208, -2.36728, -1.46964)  0.0853
N (0.58969, -0.68681, 2.09539)  1.5597
N (-2.01271, 2.50494, -0.24604)  1.4679
C (1.16134, -0.61993, 4.39589)  -1.1975
C (0.56942, -0.06881, 3.26666)  0.7008
C (-4.97061, -6.39354, -0.11773)  1.0614
C (4.03384, 4.95445, -0.01577)  -1.3443
C (1.84336, -2.47420, 3.04504)  -0.9355
C (4.45227, 1.35045, 1.29036)  -0.0209
C (1.03046, 4.24517, -1.95113)  -0.3425
C (-2.82973, -1.53430, -2.07260)  0.2822
C (-2.45489, -0.41633, 2.87480)  0.3559
C (-3.74807, 3.80515, -1.25347)  -0.9021
C (-2.38456, -2.44732, 1.82640)  -0.2895
C (-4.62591, -0.46516, -3.33421)  -0.4654
C (-3.01993, -4.78368, -1.32092)  -0.1299
C (-1.13372, 2.96865, 1.96025)  -0.9753
C (-5.25168, -5.07394, -0.46458)  -0.9744
C (3.19812, 2.14674, -4.11487)  -1.3118
C (-2.80141, 2.78832, -1.27224)  -1.2603
C (-4.27980, 0.13503, -2.17749)  -0.9179
C (-2.43889, -3.13469, 3.03341)  -0.9080
C (-3.84540, 4.58493, -0.11717)  -0.6105
C (-0.04912, 1.31116, 3.29712)  -1.5399
C (-4.28600, -4.27895, -1.05995)  -0.0056
C (5.93647, 0.32783, -1.83194)  -0.3791
C (-2.73595, -6.09445, -0.97050)  -0.5581
C (1.81838, -1.83506, 4.27291)  -0.7529
C (-3.00217, 4.31495, 0.95035)  -0.8324
C (6.71133, 1.38315, -2.59037)  -1.2485
C (-2.10000, 3.26552, 0.84377)  0.1779
C (-2.39559, 1.07687, 2.70702)  -0.7299
C (-2.51898, -2.40145, 4.20419)  -0.5291
C (3.15646, 4.42823, -1.11314)  0.9699
C (1.18970, -1.86581, 1.98151)  -0.4598
C (2.80817, 3.03942, -3.00200)  1.0503
C (-3.69865, -6.89672, -0.37764)  -0.7367
C (3.69266, 3.69282, -2.16969)  -0.2433
C (3.41580, 1.62929, 2.36791)  -0.3874
C (-2.53068, -1.01459, 4.12395)  -0.8274
H (-5.39723, -0.15969, -4.02247)  0.4273
H (-2.66726, 2.18177, -2.15835)  0.8588
H (7.74183, 1.05409, -2.74163)  0.4323
H (-5.58744, -7.93862, 1.04223)  0.2202
H (5.85984, -0.60276, -2.39847)  0.3067
H (2.31403, -2.27553, 5.13009)  0.3713
H (-4.75914, 1.01840, -1.77761)  0.5704
H (2.43028, 1.54815, 1.90327)  -0.4507
H (-6.66796, -6.68833, 0.95227)  0.2281
H (-3.02901, 4.90960, 1.85451)  0.4518
H (-6.23368, -4.66182, -0.25701)  0.2625
H (-2.56682, -0.39713, 5.01334)  0.4050
H (6.43294, 0.08611, -0.88591)  0.3236
H (3.95354, 6.04113, 0.03474)  0.4798
H (3.09138, 1.09775, -3.79289)  -0.0189
H (0.76586, 2.01383, 3.09779)  0.5150
H (-1.73830, -6.47507, -1.14699)  0.5078
H (1.17413, -2.34356, 1.00551)  0.2867
H (-4.52408, -3.24919, -1.29227)  0.2135
H (-2.72530, 1.57611, 3.63945)  0.1870
H (-4.55803, 5.39907, -0.06265)  0.3624
H (1.11780, -0.09674, 5.34404)  0.4772
H (-1.40205, 3.59032, 2.83540)  0.2307
H (2.55964, 2.32063, -4.98109)  0.5210
H (3.48333, 0.89512, 3.17448)  0.3593
H (4.75226, 3.52413, -2.27416)  0.2374
H (5.07515, 4.66825, -0.15804)  0.2701
H (3.53390, 2.63009, 2.79622)  0.4406
H (6.73810, 2.32451, -2.03544)  0.2431
H (6.26754, 1.57055, -3.56891)  0.2296
H (3.68591, 4.55201, 0.93566)  0.1535
H (4.36726, 2.10094, 0.49672)  -0.1422
H (-3.45650, -7.91828, -0.10352)  0.2829
H (-0.40675, 1.53410, 4.31977)  0.2213
H (0.82122, 2.62813, -3.22530)  0.2062
H (-2.31305, -2.97359, 0.87967)  0.5017
H (5.47338, 1.41343, 1.69260)  0.3372
H (-3.10291, 1.33390, 1.91773)  0.3696
H (-4.36214, 3.98380, -2.12556)  0.4518
H (-0.13849, 3.28213, 1.63145)  0.4341
H (2.36801, -3.40466, 2.88178)  0.5051
H (4.23777, 2.33096, -4.38080)  0.3760
H (-2.40793, -4.21606, 3.03321)  0.5196
H (-2.55678, -2.89643, 5.16706)  0.3809

Cartesian forces (eV/Å) of the 3 atoms listed first:
Ba -0.891 1.126 1.727
Te -0.345 0.752 -0.175
S -0.171 -0.015 -0.008

***

Formula: CH9N3O2
Source: the Open Molecules 2025 dataset
Level of theory: ωB97M-V with the def2-TZVPD basis set

Computed properties:
2S+1 = 1
SMILES = N=C(N)N.O.O
Maximum force = 0.069 hartree/bohr
ΔE to the lowest compared entry with this formula, charge and spin = 1.6357 eV
Highest occupied orbital energy = -9.6753 eV
E_LUMO = 0.477 eV

Each line ends with the Mulliken charge.
Positions of all 15 atoms, in Å:
O (2.15120, -0.54788, 1.76669)  -0.6849
O (-0.85388, 0.06476, 2.69895)  -0.6069
N (0.30634, -0.62590, -0.26837)  -0.7507
N (-1.34931, 0.95149, -0.90626)  -0.4942
N (0.36055, 0.22063, -2.58399)  -0.5080
C (-0.14748, 0.21809, -1.18819)  0.5449
H (0.01622, 0.98040, -3.14209)  0.2400
H (0.34048, -0.73136, -3.05426)  0.2521
H (3.08639, -0.51539, 1.62426)  0.2827
H (-1.72302, 1.26611, -1.78964)  0.2068
H (-0.15561, -0.53464, 2.31844)  0.3248
H (-0.97621, -0.37947, 3.50993)  0.3007
H (1.62464, -0.26144, 0.96035)  0.4460
H (-0.50608, -0.75606, 0.41341)  0.1921
H (-2.17423, 0.65067, -0.35922)  0.2545

Cartesian forces (eV/Å) of the 3 atoms listed first:
O -1.645 0.321 -0.093
O 1.262 -0.689 -1.985
N -1.856 1.311 -1.916

***

ΔE to the lowest compared entry with this formula, charge and spin of number 1 (C37H44BaN9O9PS4Te)? 2.8056 eV

***

ΔE to the lowest compared entry with this formula, charge and spin of number 1 (C37H44BaN9O9PS4Te)? 2.8056 eV